DFT (the ωB97M-V functional and the def2-TZVPD basis) results for the ion C6H10NO with charge +1 in a non-equilibrium geometry.

charge = +1
E_LUMO (spin up / spin down) = -4.56 / -4.62 eV
HOMO level (spin up / spin down) = -0.4526 / -0.4441 Ha
Kohn-Sham gap (spin up / spin down) = 7.8 / 7.5 eV
2S+1 = 1
energy relative to the best compared isomer or geometry (same formula, charge and spin) = 117.8 kcal/mol

Cartesian coordinates (Å):
1 C 0.35 0.78 -0.36
2 C 0.31 -0.77 0.70
3 C -1.75 1.03 0.57
4 C -1.97 -0.41 0.46
5 C 1.16 0.62 -1.48
6 C 1.54 -1.56 1.11
7 N -0.83 1.26 -0.50
8 O -0.85 -1.20 0.55
9 H -2.74 1.55 0.57
10 H -1.23 1.40 1.47
11 H -2.77 -0.66 -0.12
12 H 2.21 0.39 -1.27
13 H 1.27 1.50 -2.05
14 H 0.60 -0.25 -2.02
15 H 1.40 -2.58 0.80
16 H 1.75 -1.53 2.28
17 H 2.55 -1.12 0.70
18 H -1.02 1.55 -1.40


DFT (the ωB97M-V functional and the def2-TZVPD basis) results for a cluster of 3 separate species, C4H11NO2 in total in a non-equilibrium geometry.

charge = 0
E_LUMO (spin up / spin down) = -0.74 / -0.74 eV
HOMO level (spin up / spin down) = -0.3578 / -0.3578 Ha
Kohn-Sham gap (spin up / spin down) = 9.0 / 9.0 eV
2S+1 = 1
energy relative to the best compared isomer or geometry (same formula, charge and spin) = 110.1 kcal/mol

Cartesian coordinates (Å):
1 C 1.25 -2.09 0.32
2 C 1.36 -0.10 1.89
3 O 0.27 -0.87 1.69
4 H 2.18 -0.49 1.17
5 H 1.61 -2.40 1.29
6 H 1.14 -1.19 -0.28
7 H 1.05 -2.97 -0.29
8 H 1.23 0.95 1.61
9 H 1.83 -0.25 2.88
10 C -2.03 1.61 -1.67
11 C -1.06 0.79 -0.86
12 O -1.56 0.45 0.32
13 N 0.13 0.47 -1.19
14 H -0.89 -0.08 0.85
15 H 0.35 0.76 -2.14
16 H -1.61 1.90 -2.63
17 H -2.32 2.50 -1.11
18 H -2.94 1.02 -1.84


DFT (the ωB97M-V functional and the def2-TZVPD basis) results for a cluster of 3 separate species, C3H6N2O2 in total in a non-equilibrium geometry.

charge = 0
E_LUMO = 0.45 eV
HOMO level = -0.3766 Ha
Kohn-Sham gap = 10.7 eV
2S+1 = 1
energy relative to the best compared isomer or geometry (same formula, charge and spin) = 88.8 kcal/mol

Cartesian coordinates (Å):
1 C 0.82 2.24 0.95
2 N 0.23 2.44 -0.25
3 C -0.44 3.03 0.96
4 H 1.76 2.18 1.48
5 H -1.37 2.49 1.29
6 H -0.33 4.14 1.07
7 O 0.43 -0.69 0.20
8 C -0.57 -0.54 -0.31
9 O -1.59 -0.30 -0.80
10 N 0.46 -3.81 -0.92
11 H 0.75 -2.89 -1.33
12 H -0.44 -3.94 -0.49
13 H 0.28 -4.35 -1.84


DFT (the ωB97M-V functional and the def2-TZVPD basis) results for a structure of composition C30H44BrN3P2Sn in a non-equilibrium geometry.

charge = +2
E_LUMO (spin up / spin down) = -6.78 / -8.41 eV
HOMO level (spin up / spin down) = -0.4516 / -0.4516 Ha
Kohn-Sham gap (spin up / spin down) = 5.5 / 3.9 eV
2S+1 = 1

Cartesian coordinates (Å):
1 C -0.51 6.89 -6.05
2 C -0.69 5.54 -6.44
3 C -1.00 5.25 -7.78
4 C -1.09 6.31 -8.70
5 N -0.89 7.59 -8.33
6 C -0.62 7.89 -7.04
7 C -0.57 4.43 -5.52
8 C -0.61 3.60 -4.60
9 C -0.92 2.95 -3.30
10 C 0.14 2.78 -2.36
11 C -0.07 1.90 -1.32
12 C -1.33 1.29 -1.10
13 C -2.38 1.65 -1.91
14 C -2.20 2.42 -3.03
15 Sn 0.15 0.96 -4.58
16 P 1.93 -1.18 -1.65
17 H -1.15 4.22 -8.14
18 H -0.26 7.19 -5.03
19 H -1.32 6.11 -9.76
20 H -0.46 8.96 -6.79
21 H -2.99 2.58 -3.78
22 H 1.05 3.36 -2.53
23 H -3.34 1.32 -1.65
24 H 0.69 1.76 -0.58
25 C 2.37 -2.65 -0.57
26 C 3.41 -3.65 -1.05
27 H 1.42 -3.17 -0.42
28 H 2.66 -2.29 0.42
29 H 3.58 -4.42 -0.28
30 H 3.08 -4.20 -1.94
31 H 4.40 -3.21 -1.23
32 C 2.74 -1.61 -3.29
33 C 3.33 -0.38 -3.95
34 H 2.01 -2.12 -3.92
35 H 3.52 -2.37 -3.15
36 H 3.27 -0.44 -5.03
37 H 2.85 0.56 -3.67
38 H 4.39 -0.24 -3.76
39 C 3.15 -0.01 -0.89
40 C 4.62 -0.42 -0.74
41 H 2.77 0.25 0.10
42 H 3.12 0.94 -1.44
43 H 5.23 0.43 -0.38
44 H 4.77 -1.20 0.03
45 H 5.09 -0.74 -1.68
46 Br -1.49 -0.16 0.03
47 P -2.36 -2.90 -3.86
48 C -0.59 -3.42 -3.89
49 C -0.50 -4.92 -4.26
50 H -0.13 -3.21 -2.90
51 H -0.05 -2.78 -4.61
52 H 0.54 -5.16 -4.51
53 H -0.79 -5.59 -3.44
54 H -1.12 -5.09 -5.15
55 C -2.93 -2.94 -2.10
56 C -4.34 -3.58 -1.98
57 H -2.89 -1.93 -1.65
58 H -2.21 -3.54 -1.52
59 H -4.59 -3.66 -0.92
60 H -5.10 -2.96 -2.48
61 H -4.31 -4.60 -2.39
62 C -2.84 -1.30 -4.71
63 C -3.05 -1.62 -6.23
64 H -2.16 -0.47 -4.47
65 H -3.82 -1.03 -4.28
66 H -3.44 -0.75 -6.76
67 H -2.13 -1.98 -6.72
68 H -3.82 -2.40 -6.39
69 N 0.23 3.54 5.12
70 C 0.25 2.83 3.95
71 C 1.34 1.94 3.69
72 C 1.38 1.35 2.42
73 N 0.43 1.59 1.52
74 C -0.59 2.36 1.78
75 C -0.76 2.99 2.98
76 H 0.96 3.50 5.82
77 H -0.52 4.20 5.28
78 H 2.16 1.73 4.41
79 H 2.22 0.68 2.14
80 H -1.33 2.50 1.04
81 H -1.63 3.61 3.17


DFT (the ωB97M-V functional and the def2-TZVPD basis) results for a structure of composition C2H4Be in a non-equilibrium geometry.

charge = 0
E_LUMO (spin up / spin down) = -0.21 / -0.89 eV
HOMO level (spin up / spin down) = -0.3408 / -0.2556 Ha
Kohn-Sham gap (spin up / spin down) = 9.1 / 6.1 eV
2S+1 = 1

Cartesian coordinates (Å):
1 C -0.42 0.27 0.10
2 C 0.71 -0.39 0.43
3 H -0.42 1.34 -0.14
4 H -1.42 -0.14 0.30
5 H 0.55 -1.39 0.86
6 Be 2.00 0.33 0.35
7 H -0.99 -0.02 -1.89


DFT (the ωB97M-V functional and the def2-TZVPD basis) results for a cluster of 10 separate species, C36H57N10O7 in total in a non-equilibrium geometry.

charge = +1
E_LUMO = -5.77 eV
HOMO level = -0.3490 Ha
Kohn-Sham gap = 3.7 eV
2S+1 = 1
energy relative to the best compared isomer or geometry (same formula, charge and spin) = 130.6 kcal/mol

Cartesian coordinates (Å):
1 C -1.84 -0.45 -0.39
2 C -0.72 -0.17 0.72
3 C -0.95 -1.11 1.91
4 C 0.23 -1.19 2.90
5 C 1.34 -1.85 2.03
6 C 1.84 -0.81 0.81
7 N 0.58 -0.40 0.14
8 O 0.84 0.20 -1.03
9 C 2.84 -1.73 -0.01
10 C 2.55 0.32 1.42
11 C -0.89 1.34 1.21
12 H -2.71 -0.72 -0.03
13 H -1.46 -1.39 -1.08
14 H -1.88 0.31 -1.08
15 H -1.11 -2.13 1.52
16 H -1.91 -0.78 2.44
17 H 0.25 -2.12 3.48
18 H 0.34 -0.25 3.36
19 H 1.02 -2.87 1.84
20 H 2.06 -2.04 2.62
21 H 2.34 -2.62 -0.24
22 H 3.57 -2.11 0.48
23 H 3.40 -1.33 -0.72
24 H 3.58 0.31 1.97
25 H 1.69 0.89 2.05
26 H 2.68 0.94 0.54
27 H -0.51 1.84 0.48
28 H -0.64 1.41 2.09
29 H -1.82 1.57 1.36
30 N -1.43 -4.75 1.65
31 C -2.63 -4.44 1.03
32 C -2.40 -4.16 -0.44
33 C -1.01 -4.41 -0.55
34 C -0.35 -4.83 0.67
35 H -1.35 -4.94 2.69
36 H -3.45 -4.72 1.89
37 H -3.21 -3.81 -1.06
38 H -0.39 -4.35 -1.44
39 H 0.64 -5.19 1.13
40 N -5.14 -0.14 1.11
41 C -4.47 -0.38 2.41
42 C -4.59 -1.82 2.73
43 C -5.31 -2.49 1.57
44 C -5.64 -1.32 0.48
45 H -5.17 0.65 0.84
46 H -4.01 0.50 2.62
47 H -4.15 -2.18 3.68
48 H -5.44 -3.54 1.44
49 H -6.07 -1.32 -0.42
50 N 4.91 4.96 -0.81
51 C 4.36 4.01 -0.12
52 C 5.40 2.94 0.30
53 C 6.73 3.48 -0.22
54 C 6.24 4.77 -0.86
55 H 4.47 5.68 -1.39
56 H 3.33 4.20 0.03
57 H 5.36 1.98 0.62
58 H 7.59 2.95 -0.13
59 H 6.55 5.50 -1.53
60 N -1.38 2.30 -4.84
61 C -2.33 3.12 -4.31
62 C -1.84 3.44 -2.88
63 C -0.53 2.78 -2.66
64 C -0.23 2.15 -4.05
65 H -1.50 2.05 -5.79
66 H -3.29 3.64 -4.76
67 H -2.28 4.21 -2.12
68 H 0.28 2.76 -1.72
69 H 0.59 1.48 -4.64
70 N 1.60 -4.41 -4.98
71 C 2.23 -3.89 -3.85
72 C 3.02 -2.64 -4.53
73 C 2.60 -2.65 -6.00
74 C 1.64 -3.80 -6.20
75 H 1.08 -5.21 -4.92
76 H 2.25 -4.27 -2.69
77 H 3.51 -1.87 -3.86
78 H 2.76 -1.88 -6.61
79 H 1.00 -4.12 -7.05
80 N -2.73 -0.02 -3.47
81 C -3.92 -0.10 -2.80
82 C -4.20 -1.58 -2.84
83 C -2.95 -2.28 -3.33
84 C -2.02 -1.13 -3.73
85 H -2.31 0.90 -3.62
86 H -4.56 0.76 -2.51
87 H -5.09 -2.05 -2.59
88 H -2.72 -3.35 -3.40
89 H -1.09 -1.05 -4.40
90 C 2.70 3.66 4.30
91 N 1.49 3.45 3.40
92 O 0.57 2.84 3.88
93 O 1.58 3.64 2.26
94 H 2.27 4.47 5.07
95 H 3.44 4.05 3.65
96 H 2.78 2.90 4.90
97 C -4.64 4.80 0.45
98 N -4.14 3.53 0.72
99 O -3.20 3.52 1.54
100 O -4.71 2.52 0.29
101 H -4.89 5.28 1.25
102 H -5.55 4.64 -0.16
103 H -3.98 5.31 -0.19
104 C 5.03 -0.46 6.48
105 N 4.95 -0.44 5.00
106 O 5.63 -1.22 4.40
107 O 4.11 0.37 4.65
108 H 3.87 -0.95 6.91
109 H 5.33 0.37 6.86
110 H 5.65 -1.48 6.81


What is the charge in the second record?
0


Which formula does entry 5 have?
C2H4Be


Copy entry 1 word for word.
DFT (the ωB97M-V functional and the def2-TZVPD basis) results for the ion C6H10NO with charge +1 in a non-equilibrium geometry.

charge = +1
E_LUMO (spin up / spin down) = -4.56 / -4.62 eV
HOMO level (spin up / spin down) = -0.4526 / -0.4441 Ha
Kohn-Sham gap (spin up / spin down) = 7.8 / 7.5 eV
2S+1 = 1
energy relative to the best compared isomer or geometry (same formula, charge and spin) = 117.8 kcal/mol

Cartesian coordinates (Å):
1 C 0.35 0.78 -0.36
2 C 0.31 -0.77 0.70
3 C -1.75 1.03 0.57
4 C -1.97 -0.41 0.46
5 C 1.16 0.62 -1.48
6 C 1.54 -1.56 1.11
7 N -0.83 1.26 -0.50
8 O -0.85 -1.20 0.55
9 H -2.74 1.55 0.57
10 H -1.23 1.40 1.47
11 H -2.77 -0.66 -0.12
12 H 2.21 0.39 -1.27
13 H 1.27 1.50 -2.05
14 H 0.60 -0.25 -2.02
15 H 1.40 -2.58 0.80
16 H 1.75 -1.53 2.28
17 H 2.55 -1.12 0.70
18 H -1.02 1.55 -1.40